Entry 1:
{
  "formula": "C18H32IrN7S2",
  "method": "ωB97M-V/def2-TZVPD",
  "symbols": ["Ir", "S", "S", "N", "N", "N", "N", "N", "N", "N", "C", "C", "C", "C", "C", "C", "C", "C", "C", "C", "C", "C", "C", "C", "C", "C", "C", "C", "H", "H", "H", "H", "H", "H", "H", "H", "H", "H", "H", "H", "H", "H", "H", "H", "H", "H", "H", "H", "H", "H", "H", "H", "H", "H", "H", "H", "H", "H", "H", "H"],
  "coordinates": [[0.240435, -0.435381, -0.031904], [-0.365979, -5.150278, -1.844334], [0.325536, -2.189684, -1.913307], [2.142636, 0.326465, -0.880134], [-1.974217, -0.280917, 0.316335], [-0.092186, 1.776798, 0.825227], [-0.309705, -3.641279, 0.192171], [-0.051501, -2.519099, 0.879432], [-0.390603, 0.623747, -2.146544], [0.881596, -0.501853, 2.391671], [-2.819741, -0.373256, -0.894181], [-2.295749, 0.797180, 1.270107], [1.532658, 0.346826, 4.537853], [-0.140046, -4.797328, -3.599213], [-2.896092, 0.849087, -1.793115], [-0.112802, -2.628227, 2.156233], [0.796595, 1.296824, -2.706595], [2.786918, 1.379266, -0.066222], [0.937372, -0.730061, 5.172973], [-1.585143, 1.473311, -2.275425], [0.354043, -1.714616, 4.388257], [-0.137126, -3.620768, -1.072377], [2.144709, 2.762028, 0.008215], [0.356594, -1.570344, 3.008220], [-1.526373, 2.065134, 0.993693], [1.482561, 0.415405, 3.152277], [0.633709, 2.924669, 0.245119], [2.055867, 0.557178, -2.332352], [2.685695, 3.262152, 0.812996], [0.135172, 3.181447, -0.685682], [2.734242, -0.494557, -0.753117], [2.382266, 3.325912, -0.895084], [0.825299, 2.321205, -2.344872], [-0.580544, -3.839703, -3.870297], [0.282970, 1.604196, 1.751851], [-1.895494, 2.571827, 0.106857], [-3.364454, 1.023903, 1.251587], [-3.484309, 1.631430, -1.310652], [0.503942, 3.796209, 0.892847], [-2.046727, 0.438631, 2.270336], [-0.084277, -2.598330, 4.833696], [-1.381852, 2.404601, -1.755360], [0.737699, 1.342784, -3.797105], [2.064548, -0.415857, -2.822533], [-0.429629, -3.573259, 2.586056], [2.922458, 1.121664, -2.683193], [3.800159, 1.539934, -0.444352], [2.020890, 1.131396, 5.099130], [1.977252, 1.240105, 2.651996], [-0.641286, -5.598249, -4.138450], [0.933524, -0.806547, 6.252108], [-2.459436, -1.236538, -1.456655], [-1.716081, 1.751330, -3.325025], [-3.845877, -0.596650, -0.590922], [-0.549606, -0.230096, -2.679330], [-1.693364, 2.747532, 1.831523], [2.895442, 0.958675, 0.931318], [0.916177, -4.812917, -3.859150], [-3.483111, 0.524115, -2.652452], [-2.135652, -1.157173, 0.809848]],
  "forces_ev_per_a": [[-2.4, 1.3, -3.4], [-0.1, 0.2, -0.1], [0.5, 1.5, 1.1], [-0.2, -1.6, 1.1], [1.4, -1.3, 0.5], [0.6, -1.0, 0.0], [-0.4, -0.3, 0.4], [0.4, 1.3, 0.1], [0.5, -0.4, 0.9], [0.2, 0.2, -0.4], [-0.1, 0.0, -0.6], [0.0, 0.3, 0.3], [-0.1, 0.0, 0.0], [0.3, 0.2, -0.1], [0.0, 0.0, 0.2], [0.0, -0.3, 0.0], [0.3, 0.1, -0.1], [0.1, 0.4, 0.2], [0.0, 0.0, 0.0], [-0.4, 0.3, 0.1], [0.0, -0.1, 0.0], [-0.1, -0.7, -0.1], [-0.1, -0.1, -0.1], [0.0, 0.2, 0.3], [-0.3, 0.1, 0.0], [0.1, 0.0, 0.1], [0.2, 0.3, -0.1], [-0.1, 0.1, -0.4], [0.0, 0.1, -0.1], [0.0, 0.0, 0.0], [0.1, 0.1, -0.1], [0.0, 0.0, 0.0], [-0.1, 0.0, 0.0], [-0.1, -0.1, -0.1], [0.0, 0.1, 0.0], [0.0, 0.0, 0.0], [0.0, -0.2, 0.0], [-0.1, 0.0, -0.1], [-0.2, -0.1, 0.0], [0.0, -0.1, 0.0], [0.0, 0.0, 0.0], [0.1, 0.0, 0.0], [-0.1, 0.0, 0.0], [0.1, 0.0, 0.0], [0.1, -0.1, -0.1], [0.1, -0.1, 0.1], [0.0, -0.1, 0.0], [0.1, 0.0, 0.0], [-0.1, 0.0, 0.0], [-0.1, 0.0, 0.1], [0.0, 0.0, 0.0], [0.0, 0.0, 0.1], [0.2, -0.1, 0.0], [0.1, -0.1, 0.2], [-0.1, 0.0, 0.0], [0.1, 0.1, 0.0], [0.0, -0.1, -0.1], [0.0, 0.0, 0.0], [0.0, 0.0, 0.0], [-0.2, 0.0, 0.0]],
  "spin_multiplicity": 2,
  "molar_mass_g_mol": 602.85,
  "gap_ha": [0.197, 0.206],
  "homo_ev": [-16.99, -16.98],
  "total_charge": 3
}

=====

Entry 2:
{
  "formula": "C18H32N2O6",
  "method": "ωB97M-V/def2-TZVPD",
  "symbols": ["O", "O", "O", "O", "O", "O", "N", "N", "C", "C", "C", "C", "C", "C", "C", "C", "C", "C", "C", "C", "C", "C", "C", "C", "C", "C", "H", "H", "H", "H", "H", "H", "H", "H", "H", "H", "H", "H", "H", "H", "H", "H", "H", "H", "H", "H", "H", "H", "H", "H", "H", "H", "H", "H", "H", "H", "H", "H"],
  "coordinates": [[-3.413726, 4.897251, 2.316174], [1.646115, -3.829907, 0.629823], [-0.415053, 2.645745, -0.538021], [-0.658812, -2.893380, -0.355432], [3.724321, -3.481021, -1.427246], [-3.026234, 6.655798, 0.975780], [0.230611, -0.887838, -0.898020], [-1.549463, 3.386976, 1.257544], [1.658579, -4.272315, -2.372747], [1.311121, 0.086172, -0.817548], [-4.509349, 5.623031, 2.916623], [-0.955255, 2.406575, 0.532311], [1.730124, -2.745457, -0.271960], [1.545352, 0.657286, 0.592409], [0.322403, -2.185054, -0.489463], [-1.781190, 0.037920, 0.226922], [-1.613902, 4.742094, 0.766825], [-2.756828, 5.544927, 1.342679], [0.373832, 0.505488, 1.566069], [2.358513, -3.137634, -1.619039], [1.905975, -5.656731, -1.776212], [4.590072, -2.371705, -1.418593], [-1.017028, 1.015428, 1.136481], [-1.109446, -0.341051, -1.087900], [2.101386, -4.242344, -3.835143], [-5.118900, 4.731742, 3.969015], [-4.388846, 4.481393, 4.738547], [1.860167, -3.288446, -4.309887], [2.406192, 0.167639, 1.058290], [-1.942654, -0.880247, 0.796110], [4.372151, -1.675329, -0.598324], [-5.220349, 5.882236, 2.132738], [2.974629, -5.874438, -1.748546], [2.306441, -2.245106, -2.261151], [4.535706, -1.819074, -2.364080], [-2.769310, 0.452210, 0.004551], [3.179926, -4.398709, -3.908322], [1.036112, 0.900531, -1.482851], [-1.606395, 1.082234, 2.056497], [2.233107, -0.341907, -1.210825], [1.809640, 1.710652, 0.488750], [-4.120037, 6.550882, 3.334967], [-2.030743, 3.165418, 2.111244], [0.654527, 1.013862, 2.492405], [2.396056, -3.783530, 1.227004], [-5.954082, 5.245488, 4.444778], [1.609666, -5.033567, -4.402610], [2.354707, -1.961394, 0.164945], [0.585802, -4.063148, -2.325690], [0.254336, -0.550443, 1.827342], [1.508819, -5.737799, -0.768516], [-1.021129, 0.525486, -1.740638], [-5.492230, 3.807839, 3.527820], [1.424059, -6.410577, -2.401695], [-1.716619, -1.097221, -1.583057], [-1.717328, 4.732988, -0.317938], [-0.697585, 5.299306, 0.982730], [5.602065, -2.749218, -1.285947]],
  "forces_ev_per_a": [[0.0, 0.0, 0.0], [-0.1, 0.1, 0.1], [0.0, 0.0, 0.0], [0.0, 0.0, 0.0], [0.0, 0.0, 0.0], [0.0, 0.0, 0.0], [0.0, 0.0, 0.0], [0.0, 0.0, 0.0], [0.0, 0.0, 0.0], [0.0, 0.0, 0.0], [0.0, 0.0, 0.0], [0.0, 0.0, 0.0], [0.0, 0.1, 0.1], [0.0, 0.0, 0.0], [0.0, -0.1, -0.1], [0.0, 0.0, 0.0], [0.0, 0.0, 0.0], [0.0, 0.0, 0.0], [0.0, 0.0, 0.0], [0.0, 0.0, 0.0], [0.0, 0.0, 0.0], [0.0, 0.0, 0.0], [0.0, 0.0, 0.0], [0.0, 0.0, 0.0], [0.0, 0.0, 0.0], [0.0, 0.0, 0.0], [0.0, 0.0, 0.0], [0.0, 0.0, 0.0], [0.0, 0.0, 0.0], [0.0, 0.0, 0.0], [0.0, 0.0, 0.0], [0.0, 0.0, 0.0], [0.0, 0.0, 0.0], [0.0, 0.0, 0.0], [0.0, 0.0, 0.0], [0.0, 0.0, 0.0], [0.0, 0.0, 0.0], [0.0, 0.0, 0.0], [0.0, 0.0, 0.0], [0.0, 0.0, 0.0], [0.0, 0.0, 0.0], [0.0, 0.0, 0.0], [0.0, 0.0, 0.0], [0.0, 0.0, 0.0], [0.1, -0.1, -0.1], [0.0, 0.0, 0.0], [0.0, 0.0, 0.0], [0.0, 0.0, 0.0], [0.0, 0.0, 0.0], [0.0, 0.0, 0.0], [0.0, 0.0, 0.0], [0.0, 0.0, 0.0], [0.0, 0.0, 0.0], [0.0, 0.0, 0.0], [0.0, 0.0, 0.0], [0.0, 0.0, 0.0], [0.0, 0.0, 0.0], [0.0, 0.0, 0.0]],
  "smiles": "CCOC(=O)CNC(=O)[C@@H]1CCCN(C(=O)[C@@H](O)[C@@H](OC)C(C)C)CC1",
  "molar_mass_g_mol": 372.46,
  "gap_ha": 0.349,
  "homo_ev": -9.06,
  "total_charge": 0
}

=====

Max |F| list, top to bottom, in hartree/bohr: 0.085 0.003
DFT total energy list, top to bottom, in eV: -54097.34811 -34451.41800
Energy relative to the best compared isomer or geometry (same formula, charge and spin) list, top to bottom, in kJ/mol: 30.0 28.8